# C6H10

One molecule with the formula C6H10 (ωB97M-V/def2-TZVPD, the Open Molecules 2025 dataset).

Structure (XYZ):
```
16
Properties=species:S:1:pos:R:3:forces:R:3:mulliken_charge:R:1
C -2.04274 0.47906 0.82972 0.0349 0.0453 0.0854 -1.062
C -1.65201 -0.06376 -0.54133 -0.0855 -0.1170 -0.0401 -0.458
C -0.43819 0.65027 -1.15463 0.0066 0.0521 -0.0426 -0.662
C 0.80144 0.35281 -0.41042 0.3182 -0.3561 0.1099 -0.191
C 1.77841 -0.12754 0.11309 -0.3531 0.1470 -0.2953 0.646
C 2.96224 -0.85121 0.59490 0.1215 -0.0853 0.0417 -1.229
H -1.22704 0.33796 1.54598 -0.0919 0.0196 -0.0760 0.289
H -2.93213 -0.02392 1.22499 0.1538 0.0484 -0.0868 0.316
H -2.26065 1.55331 0.78584 0.0249 -0.1549 -0.0382 0.296
H -2.50194 0.01141 -1.23191 0.1567 0.0698 0.0755 0.309
H -1.40351 -1.12788 -0.46773 -0.0977 0.0737 0.0409 0.307
H -0.28666 0.28960 -2.18028 -0.0435 0.0611 0.1348 0.251
H -0.65170 1.72377 -1.24277 0.2185 -0.1261 0.1798 0.328
H 3.41119 -1.39577 -0.24234 -0.0333 0.0796 0.0963 0.273
H 3.74222 -0.21287 1.02211 -0.2537 0.0804 -0.0959 0.307
H 2.70107 -1.59523 1.35478 -0.0764 0.1622 -0.0895 0.282
```
Forces are in eV/Å.

Properties
Lowest unoccupied orbital energy in eV: 1.084
Gap between HOMO and LUMO in eV: 10.4
Energy relative to the best compared isomer or geometry (same formula, charge and spin) in kJ/mol: 125.61
SMILES string: CC#CCCC

# C6H10

One molecule with the formula C6H10 (ωB97M-V/def2-TZVPD, the Open Molecules 2025 dataset).

Structure (XYZ):
```
16
Properties=species:S:1:pos:R:3:forces:R:3:mulliken_charge:R:1
C 0.52695 -0.76925 1.33371 -0.0249 -0.0221 -0.0035 -1.343
C -0.34727 0.01037 0.39613 -0.3370 -0.2461 -0.0298 0.743
C -1.65047 0.44313 0.94559 -0.2557 -0.0072 0.1224 -1.341
C 1.47994 0.19341 -1.22689 0.2592 -0.1194 -0.4558 -1.465
C 0.01618 0.24540 -0.90408 0.0378 0.6270 0.0443 0.771
C -1.06305 0.46230 -1.79240 0.3676 -0.2064 0.2944 -0.913
H -0.08728 -1.52829 1.83150 0.0917 0.1174 0.0190 0.383
H 0.91266 -0.10684 2.11583 -0.0123 -0.0367 -0.0051 0.335
H 1.37092 -1.26867 0.85057 -0.1829 0.1749 0.0372 0.342
H -2.10859 1.19041 0.29878 -0.0112 -0.1472 0.1131 0.441
H -2.31641 -0.41738 1.01434 -0.1831 0.0393 0.1350 0.323
H -1.48968 0.82483 1.95799 -0.0854 -0.0203 0.0199 0.369
H 2.14072 0.58262 -0.43115 -0.4415 -0.1087 -0.2887 0.347
H 1.77716 -0.82952 -1.44418 0.2862 -0.1160 -0.1812 0.333
H 1.61617 0.79966 -2.11742 0.3460 -0.0273 -0.1514 0.437
H -0.77796 0.16783 -2.82833 0.1456 0.0987 0.3302 0.239
```
Forces are in eV/Å.

Properties
Lowest unoccupied orbital energy in eV: -0.245
Gap between HOMO and LUMO in eV: 7.6
Energy relative to the best compared isomer or geometry (same formula, charge and spin) in kJ/mol: 357.81